No. 1
Computed, not measured: C16H25BeF4N2OS as an isolated structure, with the ωB97M-V functional and the def2-TZVPD basis.

Charge: +1

Cartesian coordinates (Å):
Be -0.33935 -0.87909 -0.39692
C -1.52293 -3.00505 -1.67493
N -1.75046 -1.94814 -0.66219
C -2.94472 -1.16109 -1.03985
C -1.94786 -2.57080 0.69071
C -1.35364 -1.64452 1.76002
N -0.11135 -1.14292 1.18855
C 1.09671 -1.74421 1.42802
C 1.91093 -1.88067 0.30513
F 1.26088 -1.48599 -0.88411
C 3.17851 -2.39831 0.29399
F 3.85854 -2.48961 -0.84915
C 3.71800 -2.83359 1.48772
C 2.93637 -2.73554 2.62709
F 3.43270 -3.15163 3.79047
C 1.65613 -2.20581 2.61667
F 0.95972 -2.11460 3.75817
H -2.33033 -3.73999 -1.65238
H -1.48251 -2.55725 -2.66708
H -0.57835 -3.50958 -1.47555
H -3.82199 -1.80764 -1.09959
H -3.12644 -0.38483 -0.29690
H -2.78206 -0.68836 -2.00672
H -3.00682 -2.78481 0.85152
H -1.39916 -3.51223 0.70228
H -2.02712 -0.80498 1.95747
H -1.22065 -2.18317 2.69648
H 4.71148 -3.25676 1.53126
C 2.16229 2.03793 1.91275
C 1.72304 3.14589 0.95721
C 1.14185 2.59869 -0.34597
S -0.43762 1.80301 0.00723
O -0.49878 0.58492 -0.95308
C -1.62080 2.96771 -0.70254
C -1.82903 2.87190 -2.21089
C -0.76411 3.55498 -3.06624
H 2.44495 2.45278 2.87894
H 3.02769 1.50533 1.51255
H 1.36559 1.30843 2.08519
H 2.57449 3.77505 0.69608
H 0.99421 3.80271 1.44167
H 1.76040 1.79953 -0.75891
H 0.99343 3.36907 -1.09863
H -1.26225 3.95005 -0.38109
H -2.54638 2.76340 -0.16330
H -2.80425 3.31892 -2.41094
H -1.90420 1.82041 -2.48958
H -0.57172 4.57374 -2.72242
H -1.09914 3.61579 -4.10097
H 0.17609 3.00099 -3.06722

=====

No. 2
Computed, not measured: C16H25Cl3OTi as an isolated structure, with the ωB97M-V functional and the def2-TZVPD basis.

Charge: -2

Cartesian coordinates (Å):
C -0.44224 0.73949 -3.28410
C -1.32697 -0.36905 -3.22148
C -0.54191 -1.54041 -3.03060
C -2.79697 -0.28300 -3.24912
C 0.82642 -1.16452 -3.05786
C 0.89896 0.24941 -3.18359
C 2.11622 1.07251 -3.05288
C -0.82436 2.15684 -3.43071
C -1.05832 -2.87408 -2.68521
C 1.99460 -2.05715 -2.92993
Ti 0.17615 0.90084 0.44409
Cl -1.78512 -0.32784 -0.07832
Cl -1.06110 2.90285 0.45936
Cl 1.37905 -1.10787 0.42636
H -3.12883 0.66725 -2.82067
H -3.23118 -1.11436 -2.69231
H -3.18717 -0.33809 -4.27401
H -1.93460 -2.76722 -2.03385
H -0.27680 -3.46190 -2.18769
H -1.39528 -3.43781 -3.56159
H 1.71730 -2.97512 -2.40817
H 2.83112 -1.56156 -2.42001
H 2.34364 -2.38425 -3.91765
H 3.01929 0.47101 -3.21756
H 2.20758 1.50965 -2.02643
H 2.07329 1.90853 -3.76437
H -1.69405 2.38074 -2.80864
H -1.09177 2.39338 -4.47104
H -0.01787 2.82379 -3.10326
O 1.56696 1.84755 -0.33398
H 1.51782 2.83082 -0.35140
C 1.36288 0.75171 5.55503
C 0.07520 0.22364 4.92101
C -0.02982 -1.29669 5.06718
C -1.16328 0.91811 5.48981
C 0.15350 0.53217 3.52272
C 0.25853 0.90759 2.36095
H 1.34645 0.58554 6.63919
H 1.47280 1.82766 5.36213
H 2.22581 0.22174 5.13167
H -0.07553 -1.54804 6.13198
H -0.94292 -1.65848 4.57778
H 0.83815 -1.79647 4.61487
H -1.12742 2.00201 5.31202
H -2.06397 0.51209 5.01141
H -1.20424 0.72701 6.56888

=====

No. 3
Computed, not measured: C16H25Cl8N3 as an isolated structure, with the ωB97M-V functional and the def2-TZVPD basis.

Cartesian coordinates (Å):
C -1.58369 4.63516 -1.58416
C -0.89040 3.46248 -1.00652
N -1.90198 2.59264 -0.39536
C -1.48357 1.17407 -0.33668
C -0.21445 0.99862 0.57374
C -2.51960 3.15059 0.80872
C -3.90395 3.76285 0.55312
H -2.50226 4.41966 -2.12995
H -0.93464 5.09352 -2.33031
H -1.78583 5.37381 -0.80851
H -0.63388 2.85607 -1.87518
H 0.03056 3.72902 -0.48797
H -2.28462 0.57615 0.09797
H -1.28291 0.76163 -1.32548
H -0.00374 -0.05862 0.73474
H 0.65274 1.41462 0.06088
H -0.42759 1.41806 1.55696
H -1.83874 3.91594 1.18125
H -2.59486 2.41788 1.61220
H -4.17789 4.54799 1.25782
H -4.59538 2.92110 0.59197
H -4.09326 4.13567 -0.45350
C -1.62494 -3.91749 4.01263
Cl -2.07490 -5.60383 3.65000
Cl -0.45342 -3.43391 2.77012
Cl -2.93009 -2.80545 3.93317
Cl -0.91780 -3.58337 5.62591
C 0.73146 -7.70293 0.45390
Cl 2.21195 -6.64463 0.51895
Cl 0.69910 -8.93215 1.82812
Cl -0.74492 -6.76601 0.56985
Cl 0.87692 -8.65357 -1.07174
N 2.81352 3.09561 -0.74700
C 2.92760 2.34572 0.39546
C 3.39674 1.15377 0.01638
C 3.51007 1.07321 -1.33626
C 2.99292 2.25602 -1.86623
H 2.41798 4.02138 -0.66571
H 2.65487 2.71757 1.37206
H 3.58118 0.47775 0.83821
H 3.63588 0.19883 -1.95757
H 2.75143 2.53207 -2.88205
N 1.48280 -1.45602 -0.97199
C 1.21084 -2.29602 0.04362
C 0.87981 -3.50341 -0.64010
C 0.98071 -3.30840 -2.01546
C 1.52170 -2.05664 -2.22183
H 1.87930 -0.53716 -0.83569
H 1.22223 -1.93373 1.06098
H 0.59806 -4.47340 -0.25783
H 0.83794 -4.01474 -2.81989
H 1.90102 -1.54796 -3.09576

=====

No. 4
Computed, not measured: a 2-piece molecular cluster, C16H25I2N2O4 overall, with the ωB97M-V functional and the def2-TZVPD basis.

Charge: +1

Cartesian coordinates (Å):
C -0.05698 -2.04188 2.53977
C 0.13232 -2.67382 1.00278
O -0.42770 -1.66636 0.08866
C -0.18195 -2.04516 -1.34002
C -1.40171 -1.29775 -2.19172
O -0.94213 -0.15464 -2.99878
C -0.76163 1.05950 -2.13402
C 0.73650 1.62992 -2.47936
O 0.88484 3.09062 -2.39907
C -0.13047 3.69378 -1.50743
O 0.10137 5.13687 -1.30388
C -1.58540 3.47661 -2.23416
N -1.90088 1.99072 -2.50823
C -3.26534 1.56143 -2.02360
I -4.73576 0.86966 -3.55504
C -3.75134 1.51426 -0.62145
C -5.30015 1.01603 -0.24680
I -2.48131 2.13273 1.04224
H -1.18636 -1.66102 2.59734
H 0.21437 -2.81303 3.38009
H 0.60269 -1.05463 2.56984
H -0.54390 -3.65744 0.98279
H 1.25479 -2.89070 0.74276
H 0.88903 -1.63532 -1.67155
H -0.24714 -3.21650 -1.40930
H -1.77898 -2.11851 -2.97159
H -2.33951 -1.05522 -1.50936
H -0.78656 0.66222 -1.03555
H 1.00966 1.30852 -3.59478
H 1.50423 1.09070 -1.77825
H -0.01665 3.16874 -0.46603
H -0.23853 5.43615 -0.40776
H -1.67055 4.11714 -3.22863
H -2.39836 3.94531 -1.49821
H -1.95060 1.94541 -3.57217
H -5.47269 -0.13321 -0.48089
H -6.11939 1.69146 -0.77344
H -5.43579 1.11063 0.93501
N 3.31385 -2.76797 2.58660
C 3.58253 -2.88246 3.90571
C 4.60951 -2.20613 4.54449
C 5.41433 -1.36300 3.78560
C 5.16377 -1.22565 2.42418
C 4.11106 -1.94079 1.87619
H 2.92890 -3.55455 4.45409
H 4.77805 -2.33401 5.60774
H 6.22987 -0.81725 4.25110
H 5.77308 -0.57692 1.80518
H 3.87305 -1.86449 0.81891

=====

No. 5
Computed, not measured: an isolated ion of composition C16H25N2O3 and charge +1, with the ωB97M-V functional and the def2-TZVPD basis.

Energy relative to the best compared isomer or geometry (same formula, charge and spin) (kcal/mol): 0.0
SMILES: COC(=O)[C@@H](CC(C)C)NC(=O)[C@@H]([NH3+])Cc1ccccc1
Charge: +1

Cartesian coordinates (Å):
C -3.39067 -1.17453 -2.47071
H -2.71554 -1.98307 -2.75267
H -4.12442 -1.53595 -1.74972
H -3.89771 -0.77173 -3.34473
O -2.65581 -0.09973 -1.88056
C -1.44772 -0.34082 -1.43004
O -0.84135 -1.38214 -1.51153
C -0.81157 0.89470 -0.78952
N 0.61846 0.67255 -0.91105
C 1.54646 1.58018 -0.75818
O 1.37449 2.79069 -0.57069
C 3.03200 1.13558 -0.84145
N 3.74498 2.43257 -0.80458
H 2.81839 3.08021 -0.63191
H 4.20776 2.69455 -1.67442
H 4.39947 2.51239 -0.02520
H 3.20854 0.61080 -1.78197
C 3.42856 0.25121 0.34999
C 2.58143 -0.99612 0.43582
C 2.66083 -1.97149 -0.55364
C 1.85838 -3.09701 -0.49217
C 0.97078 -3.26028 0.55806
C 0.89752 -2.30194 1.55380
C 1.69803 -1.17371 1.49281
H 1.64347 -0.43155 2.27656
H 0.21841 -2.43241 2.38224
H 0.34421 -4.13636 0.60336
H 1.92785 -3.84687 -1.26384
H 3.36237 -1.85876 -1.36807
H 3.31517 0.82371 1.27331
H 4.47895 -0.03104 0.24130
H 0.85201 -0.31632 -1.02274
C -1.19436 1.04059 0.69697
H -0.72281 0.22708 1.25223
H -0.76471 1.98300 1.04116
C -2.70931 1.03190 0.95989
C -3.18138 -0.37211 1.33436
H -2.78939 -0.65070 2.31034
H -2.84607 -1.11353 0.61288
H -4.26635 -0.40667 1.38379
C -3.05661 2.01199 2.07900
H -4.12331 1.98478 2.28297
H -2.52836 1.75076 2.99313
H -2.78954 3.02845 1.80089
H -3.22695 1.35202 0.05071
H -1.10457 1.79516 -1.33618

=====

No. 6
Computed, not measured: a 2-piece molecular cluster, C16H25N3O5 overall, with the ωB97M-V functional and the def2-TZVPD basis.

Energy relative to the best compared isomer or geometry (same formula, charge and spin) (kcal/mol): 0.0
SMILES: CNC(=O)[C@H](CCC(N)=O)NC(C)=O.OCCOc1ccccc1

Cartesian coordinates (Å):
O 1.84947 -3.57038 2.39215
O 1.33294 1.81374 0.89572
O -2.80792 -2.22474 2.31391
O 1.42412 4.13379 -0.28156
O 0.59753 2.55743 -3.48888
C 0.84432 -3.87175 1.76048
C 1.96002 1.00919 1.56313
C -1.89412 -1.67708 2.91360
C -2.40052 0.41987 -5.48489
C -2.48210 0.54461 -4.09591
C -1.32739 0.99031 -6.17399
C -1.49370 1.24640 -3.39806
C -0.34220 1.69076 -5.47065
C -0.41163 1.83687 -4.08232
N 3.00983 1.43681 2.22759
N -2.18136 -0.90682 3.96845
N -0.24904 -3.11428 1.71861
C 0.79273 -5.16680 0.98663
C -1.24129 -0.20029 4.84032
C 1.55803 3.84297 -1.67624
C 0.43799 2.90301 -2.10601
C 1.56415 -0.45975 1.67546
C 0.03962 -0.66149 1.62740
C -0.43170 -1.86491 2.46615
H 1.35425 3.28250 0.22480
H -3.16815 -0.12313 -6.02794
H -3.31311 0.09812 -3.55760
H -1.25839 0.89179 -7.25327
H -1.58754 1.32223 -2.32097
H 0.49028 2.13866 -6.00310
H 3.23885 2.41062 2.12930
H 3.56550 0.79837 2.76737
H -3.16626 -0.83324 4.17736
H -1.05046 -3.45208 1.20601
H -0.06236 -5.75162 1.32072
H 1.71007 -5.72520 1.16741
H 0.69974 -4.94584 -0.07468
H -0.54226 -0.90550 5.29466
H -0.68526 0.55024 4.27563
H -1.79104 0.30460 5.63624
H 2.52697 3.36917 -1.86390
H 1.51131 4.76957 -2.25766
H -0.52344 3.40042 -1.94009
H 0.47218 1.99506 -1.49728
H 2.03992 -1.02819 0.87644
H 1.94644 -0.83118 2.62591
H -0.42893 0.23374 2.03620
H -0.29455 -0.75889 0.59320
H 0.16846 -1.91769 3.37413

=====

no.,E_HOMO (eV),largest force on an atom (eV/A),molar mass (g mol⁻¹)
1,-11.0,0.63,378.5
2,0.8,3.56,387.6
3,-8.0,3.98,543.0
4,-11.6,5.17,563.2
5,-12.3,0.70,293.4
6,-8.3,1.81,339.4